1.
The following is a quantum chemistry calculation of the ion C5H11N2O with charge +1 in a non-equilibrium geometry, from the OMol25 dataset.

Each line ends with the Löwdin spin population.
Atoms and positions in Å:
1 C -0.01848 -1.19140 -0.05331  0.6308
2 C 1.09870 0.99918 -0.46846  0.0406
3 C -0.26288 0.23098 -0.07025  0.0872
4 C -1.30213 0.71604 -1.11933  0.0238
5 C -0.58426 0.60986 1.38143  0.0061
6 N 2.50470 -0.71814 -0.30707  0.7882
7 N -0.63537 -2.26620 0.23551  0.0896
8 O 2.15980 0.48076 0.16571  0.2542
9 H 1.25834 0.94715 -1.60733  0.0045
10 H 0.91251 2.07553 -0.24952  -0.0002
11 H -1.51675 1.86830 -1.28989  0.0046
12 H -2.39022 0.30695 -1.09794  0.0004
13 H -0.95973 0.25599 -2.07070  0.0009
14 H -0.08876 0.03971 2.22725  0.0015
15 H -1.62653 0.46795 1.79612  -0.0003
16 H -0.19477 1.62707 1.56696  0.0006
17 H 3.23125 -1.05023 0.36095  0.0216
18 H -1.64049 -2.28745 0.25372  0.0220
19 H 0.05506 -3.11203 0.34613  0.0240

Properties
- Largest force on an atom: 4.6 eV/Å
- <S²>: 2.010
- Charge: +1
- Calculated total energy: -10377.6614 eV
- Energy above the lowest of the compared OMol25 structures with the same formula, charge and spin: 4.5586 eV
- Multiplicity: 3

***

2.
The following is a quantum chemistry calculation of the ion C5H11N2O2 with charge -1 in a non-equilibrium geometry, from the OMol25 dataset.

Each line ends with the Mulliken charge.
Atoms and positions in Å:
1 N 2.68363 -1.05202 0.81212  -0.6788
2 C 2.52155 0.29208 0.40776  0.4470
3 O 2.98619 1.15209 1.05984  -0.5385
4 C 1.73488 0.54567 -0.82144  -0.6573
5 C 0.26583 0.17214 -0.62373  -0.3868
6 N -0.30258 0.85540 0.46280  -0.5698
7 C -1.71713 0.86104 0.39433  -0.8513
8 C -2.43161 -0.49352 0.46961  -0.6224
9 O -2.46996 -1.22115 -0.75630  -0.5448
10 H 2.38519 -1.06852 1.78120  0.2549
11 H 2.01562 -1.59890 0.27129  0.3530
12 H 2.12271 -0.10316 -1.61259  0.3474
13 H 1.87521 1.56361 -1.14298  0.3635
14 H 0.26830 -0.93255 -0.43906  0.1287
15 H -0.25750 0.33048 -1.59979  0.1943
16 H -2.06166 1.41075 1.27334  0.3909
17 H -2.11520 1.43276 -0.48129  0.4209
18 H -1.97295 -1.13010 1.22122  0.2742
19 H -3.47088 -0.32110 0.77522  0.3437
20 H -2.05962 -0.69500 -1.45156  0.3313

Properties
- Largest force on an atom: 3.5 eV/Å
- Charge: -1
- Calculated total energy: -12437.9021 eV
- Energy above the lowest of the compared OMol25 structures with the same formula, charge and spin: 0.1919 eV
- Multiplicity: 1